{"formula": "C2H9N2", "method": "ωB97M-V/def2-TZVPD", "elements": ["N", "H", "H", "H", "H", "C", "C", "N", "H", "H", "H", "H", "H"], "positions_angstrom": [[0.00185, -0.00030, 1.91587], [0.30472, 0.48424, 0.95291], [0.51036, 0.43798, 2.68161], [-1.00444, 0.12214, 2.02211], [0.17816, -1.00375, 1.92683], [-0.13157, -1.15369, -1.52896], [-0.45710, 0.07113, -1.14916], [0.43717, 1.01594, -0.54684], [0.89982, -1.48819, -1.48749], [-0.83683, -1.77333, -2.06231], [-1.48599, 0.40908, -1.08600], [0.17177, 1.95707, -0.81940], [1.41207, 0.92166, -0.81914]], "forces_ev_per_angstrom": [[0.1, 0.1, -0.3], [-0.2, -0.1, 0.2], [-0.2, 0.0, 0.1], [0.0, 0.2, 0.2], [0.2, 0.0, -0.1], [0.3, 0.3, -0.4], [-0.1, -0.1, 0.4], [0.2, 0.1, 0.0], [0.0, 0.0, -0.1], [-0.1, -0.2, 0.4], [0.0, 0.0, -0.5], [-0.1, 0.1, 0.3], [-0.1, -0.3, -0.2]], "charge": 1, "orbital_gap_ev": 10.05, "relative_energy_kj_mol": 60.15, "spin_multiplicity": 1}